Molecular formula: C33H40Cl7N3NiO4SbSi3
Method: DFT, the ωB97M-V functional and the def2-TZVPD basis

Computed properties:
* orbital gap (alpha / beta): 0.2613 / 0.2695 Eh
* strongest force on any atom: 0.727 eV Å⁻¹
* ΔE to the lowest compared entry with this formula, charge and spin: 63.92 kJ/mol
* HOMO (alpha / beta): -5.03 / -5.24 eV
* total energy: -7585.29995 Ha
* charge: -1

Each line ends with the Mulliken charge.
Atoms and positions in Å:
Sb 1.05735 -2.50149 -0.27930  -0.914
Ni 0.32468 -0.14611 0.13819  -0.900
Cl 0.24950 -1.37057 5.37350  -0.212
Cl -1.34708 0.92683 -2.33422  -0.146
Cl -6.04115 -1.11361 -0.65390  -0.223
Cl -4.61738 -2.32060 1.83711  -0.217
Cl 1.58463 1.21947 5.17447  -0.123
Cl -4.39605 0.53117 -2.72979  -0.209
Cl -1.58976 -1.82684 2.29436  0.043
Si 0.94653 -4.70036 1.03674  1.048
Si 3.47419 -1.71259 -0.71296  1.736
Si 0.16446 -3.13133 -2.59876  0.753
O 2.19622 0.15301 -0.22018  0.262
O 0.71005 0.20520 2.48652  -0.432
O 2.07814 -1.57530 2.61333  -0.455
O 2.04631 4.25075 5.96235  -0.398
N 3.25838 5.63335 -0.10856  -0.573
N 3.11865 6.32998 0.90918  -0.476
N 0.21534 1.79573 0.29976  0.319
C 4.53787 -1.22706 0.75812  -1.326
C 1.81880 -6.02397 0.01637  -0.995
C -2.34636 -1.16688 0.88491  1.427
C -0.86274 -5.18724 1.20255  -1.039
C 2.97310 4.22817 -0.08588  -0.052
C 2.82908 5.74504 2.18398  0.019
C 1.76520 -4.61176 2.71261  -0.867
C 3.27881 4.22293 3.98465  -0.282
C -2.24984 0.06212 -1.11980  1.033
C 0.64132 -1.75665 -3.79508  -0.889
C 3.54962 4.67489 2.71334  -0.075
C -0.66310 3.95955 0.72988  -1.401
C 1.44981 -0.60223 3.06489  0.160
C 2.26153 4.80384 4.73998  0.602
C 1.66389 3.74531 0.18025  1.067
C 1.87180 6.36919 2.96666  -0.572
C 0.54178 4.54932 0.48114  -0.791
C 1.55628 5.88587 4.23071  -0.597
C -1.56116 -0.44182 -0.01696  -1.525
C 2.50183 1.42927 -0.19872  0.127
C 1.44665 2.35540 0.10051  -0.416
C -3.71046 -1.38936 0.70141  -0.060
C 0.93276 4.70897 6.69993  -0.959
C 4.29326 -3.41002 -1.09592  -1.404
C 0.78147 -4.74674 -3.35401  -1.348
C 3.95465 3.34566 -0.45596  -0.917
C -3.61430 -0.11886 -1.33374  0.019
C 3.75310 1.95719 -0.47220  -0.279
C -4.35242 -0.85638 -0.41431  0.482
C -1.71247 -3.24584 -2.47110  -0.646
C 1.58823 -0.46274 4.61186  -0.179
C -0.78934 2.56330 0.63394  -0.153
C 3.80280 -0.87865 -2.37645  -1.433
H 4.34895 -1.95640 1.54766  0.268
H 0.77709 6.36635 4.80456  0.413
H 1.04188 5.76071 6.98154  0.370
H 1.60079 -3.64775 3.19071  0.039
H 1.40954 -6.11623 -0.99038  0.116
H 0.41411 -5.63123 -2.83062  0.339
H -0.12090 -1.65089 -4.57243  0.454
H 2.50663 -0.92238 4.95459  0.351
H -2.13270 -3.66098 -3.39229  0.453
H -1.36391 -4.59423 1.96689  0.269
H 4.88089 -0.68571 -2.42920  0.447
H -1.41506 -5.06104 0.26887  0.174
H 1.69975 -6.99071 0.51680  0.411
H 2.84448 -4.75244 2.62028  0.292
H 4.32167 4.19232 2.13008  0.457
H -1.53311 4.55091 0.97988  0.427
H 0.64010 5.62549 0.51122  0.616
H 0.75168 -0.79227 -3.29600  -0.006
H 0.00542 4.57850 6.13575  0.363
H 5.58979 -1.30926 0.46105  0.511
H -2.15004 -2.25821 -2.31541  -0.002
H 5.29400 -3.26987 -1.52141  0.467
H 0.41467 -4.79899 -4.38450  0.423
H -1.73844 2.07285 0.80448  0.558
H 4.34586 -0.24600 1.18484  0.223
H 1.35420 7.23357 2.56814  0.402
H 3.82530 3.39365 4.40733  0.499
H -0.92214 -6.24258 1.48718  0.426
H 4.93142 3.74229 -0.70940  0.410
H 1.87252 -4.79138 -3.38261  0.310
H 4.57373 1.29710 -0.71392  0.438
H 3.71562 -4.01130 -1.80636  0.190
H 2.88685 -5.81736 -0.06874  0.230
H 0.89390 4.09833 7.59771  0.255
H 1.58804 -1.99848 -4.28131  0.362
H 3.26752 0.04660 -2.57533  0.273
H 1.36862 -5.41330 3.34415  0.423
H 4.40795 -4.00145 -0.18192  0.253
H -2.02886 -3.88052 -1.64025  0.141
H 3.57923 -1.59300 -3.17175  0.339

Forces on atoms 1 to 2 (eV/Å):
0.065 -0.029 -0.087
-0.197 -0.198 0.349